ORCA calculation (ωB97M-V with the def2-TZVPD basis set) on a molecular structure, C38H50N7ReS in a non-equilibrium geometry.

Computed properties:
- HOMO (alpha / beta): -15.7 / -16.1 eV
- Spin multiplicity: 4
- Orbital gap (alpha / beta): 6.517 / 6.081 eV
- Charge: +3
- Total energy: -63589.980 eV

Positions of all 97 atoms, in Å:
H -3.21 2.06 4.22
H -5.78 1.97 3.99
C -4.13 5.46 -0.92
N 1.40 -2.17 0.16
H 2.64 -4.86 4.11
H 1.93 1.62 -2.32
H 4.40 0.10 3.45
C -1.69 5.33 -1.76
H -1.10 0.96 3.53
H 1.23 -0.94 -2.78
N -1.98 -0.71 -1.05
H -0.88 5.95 -2.14
C 0.95 -3.64 3.53
N -0.75 -0.51 1.30
H 1.52 -4.49 5.43
H -5.16 4.64 -2.66
H -2.98 2.39 -7.26
C 1.90 1.22 2.52
C -1.94 0.14 1.74
C -4.02 -1.54 -0.77
H -4.96 -1.70 -0.26
H -1.97 4.38 -3.63
H 0.87 4.11 2.27
C 1.37 2.03 0.31
C 3.69 -0.51 2.89
H -4.48 3.19 -6.90
C -3.43 3.14 -6.61
S -1.69 2.38 -0.68
C -3.36 2.66 -5.16
C -3.17 1.49 3.30
C -1.99 0.89 2.91
H -5.15 0.57 0.70
H 0.10 2.98 3.37
C -2.99 6.12 -1.69
H 3.34 0.56 -2.06
H 3.01 -3.00 -2.56
H -3.74 3.45 -4.50
H -3.75 5.10 0.05
H 3.91 -0.22 0.20
N -3.07 -0.74 -0.24
C 1.18 2.08 1.73
H -5.77 4.05 -1.12
H -1.67 -1.51 3.55
H 4.26 -1.26 2.34
H -4.86 6.24 -0.68
H -4.03 -2.74 -2.62
C -0.22 -1.60 1.96
H -1.98 1.02 -3.04
H -4.01 1.79 -5.00
C -1.93 2.28 -4.76
H -6.47 1.68 2.39
C 2.40 1.23 -0.23
H -1.40 4.97 -0.78
N 0.88 -1.29 -0.73
C -4.27 0.65 1.34
H -3.32 6.37 -2.71
H -1.68 4.46 -6.67
C 2.87 0.36 1.98
H -5.54 3.14 2.71
H 2.82 -3.75 0.03
H -4.25 3.42 -1.75
C -3.53 -2.06 -1.95
C -1.75 2.88 -2.36
C 1.59 -4.72 4.37
H -1.53 -1.68 -2.86
H 1.76 1.25 3.60
H 1.04 2.88 -0.27
C -2.26 -1.51 -2.08
C -4.86 4.33 -1.65
C 2.30 -2.95 -0.47
H -3.19 5.25 -6.15
C -4.33 1.38 2.51
H 3.06 -1.01 3.63
H -1.22 3.07 -5.01
H -0.61 3.30 1.77
Re -0.29 0.40 -0.40
H 3.44 2.29 -1.75
C -0.78 -2.00 3.20
N -1.79 1.96 -3.33
C 2.79 1.42 -1.67
C -2.77 4.50 -6.82
C 2.39 -2.57 -1.79
H -2.93 4.85 -7.84
C 1.47 -3.30 2.28
C 3.12 0.39 0.61
H 2.34 -3.85 1.94
H -2.73 7.07 -1.21
C 0.32 3.16 2.32
C 0.89 -2.33 1.49
N -1.78 4.15 -2.66
H 1.08 -5.67 4.21
C -3.10 0.02 0.96
H -1.61 1.41 -5.32
C 1.48 -1.53 -1.91
C -0.21 -2.99 3.96
C -5.61 2.07 2.92
H -0.67 -3.27 4.90